{"formula": "C60H137N18O18", "method": "ωB97M-V/def2-TZVPD", "homo_ha": -0.081, "homo_lumo_gap_ev": 3.446, "charge": -1, "e_tot_ha": -4708.40851, "e_above_lowest_ev": 4.9798, "elements": ["C", "C", "C", "C", "C", "C", "N", "O", "C", "C", "C", "H", "H", "H", "H", "H", "H", "H", "H", "H", "H", "H", "H", "H", "H", "H", "H", "H", "H", "C", "C", "O", "N", "C", "H", "H", "H", "H", "H", "H", "H", "C", "C", "O", "N", "C", "H", "H", "H", "H", "H", "H", "H", "C", "C", "O", "N", "C", "H", "H", "H", "H", "H", "H", "H", "C", "C", "O", "N", "C", "H", "H", "H", "H", "H", "H", "H", "C", "C", "O", "N", "C", "H", "H", "H", "H", "H", "H", "H", "C", "C", "O", "N", "C", "H", "H", "H", "H", "H", "H", "H", "C", "C", "O", "N", "C", "H", "H", "H", "H", "H", "H", "H", "C", "C", "O", "N", "C", "H", "H", "H", "H", "H", "H", "H", "C", "C", "O", "N", "C", "H", "H", "H", "H", "H", "H", "H", "C", "C", "O", "N", "C", "H", "H", "H", "H", "H", "H", "H", "C", "C", "O", "N", "C", "H", "H", "H", "H", "H", "H", "H", "C", "C", "O", "N", "C", "H", "H", "H", "H", "H", "H", "H", "C", "C", "O", "N", "C", "H", "H", "H", "H", "H", "H", "H", "C", "C", "O", "N", "C", "H", "H", "H", "H", "H", "H", "H", "C", "C", "O", "N", "C", "H", "H", "H", "H", "H", "H", "H", "C", "C", "O", "N", "C", "H", "H", "H", "H", "H", "H", "H", "C", "C", "O", "N", "C", "H", "H", "H", "H", "H", "H", "H"], "coordinates": [[-16.503455, -22.416307, 33.726046], [-17.513094, -23.593736, 33.630769], [-16.970235, -24.730041, 34.490970], [-17.169073, -24.575536, 36.034719], [-18.622906, -24.386095, 36.236490], [-19.256751, -23.219116, 35.434786], [-18.913046, -23.362831, 33.994405], [-19.679088, -22.521469, 33.057433], [-18.761605, -21.830546, 36.008894], [-20.801846, -23.318398, 35.652952], [-17.377811, -24.152820, 32.190785], [-16.277956, -22.050525, 34.727767], [-16.974856, -21.555035, 33.252661], [-15.555310, -22.535557, 33.201719], [-15.887381, -24.842216, 34.436772], [-17.370164, -25.715949, 34.253993], [-16.592897, -23.732873, 36.416870], [-16.825059, -25.523705, 36.447914], [-18.823539, -24.313320, 37.305392], [-19.078218, -25.291785, 35.835854], [-17.686750, -21.724760, 36.155882], [-19.181375, -21.701671, 37.006531], [-19.078544, -20.936731, 35.471533], [-20.959134, -23.319243, 36.731549], [-21.342667, -24.209992, 35.335659], [-21.365165, -22.475276, 35.253055], [-17.329172, -23.367426, 31.436541], [-18.248876, -24.779815, 32.000457], [-16.534271, -24.818094, 32.006525], [-13.871068, -25.800036, 29.585494], [-14.122982, -24.940381, 28.414016], [-15.237268, -24.636459, 28.036217], [-13.012788, -24.680691, 27.699060], [-13.107250, -23.911886, 26.427212], [-13.007541, -25.543577, 30.199216], [-13.696689, -26.818446, 29.238340], [-14.792874, -25.819625, 30.166862], [-12.148364, -25.093873, 28.018695], [-13.640607, -24.493990, 25.675689], [-12.128255, -23.717302, 25.989255], [-13.750194, -23.033771, 26.487580], [-11.555512, -29.663897, 32.432803], [-12.415425, -28.418565, 32.349299], [-13.040761, -28.182733, 31.343872], [-12.519487, -27.642284, 33.424689], [-13.305346, -26.497809, 33.689394], [-12.118697, -30.559860, 32.693888], [-10.796957, -29.475910, 33.192653], [-11.059641, -29.858881, 31.481915], [-11.942529, -27.926186, 34.203551], [-14.141590, -26.415148, 32.995158], [-12.668113, -25.628900, 33.853813], [-13.711869, -26.754685, 34.667584], [-9.935396, -24.702243, 35.895396], [-11.391797, -24.321847, 36.166827], [-11.847351, -23.356643, 35.584671], [-12.033487, -24.971594, 37.142091], [-13.409930, -24.793094, 37.500382], [-9.318105, -23.807600, 35.813812], [-9.890303, -25.091575, 34.878292], [-9.546595, -25.418995, 36.618720], [-11.533017, -25.706328, 37.621466], [-14.013677, -25.606647, 37.098214], [-13.679938, -23.802440, 37.134592], [-13.512613, -24.696431, 38.581219], [-22.382609, -28.703460, 39.173326], [-23.607510, -28.282606, 38.402164], [-24.719922, -28.783970, 38.646211], [-23.505271, -27.388461, 37.405412], [-22.313293, -26.633387, 37.021397], [-21.706580, -29.466303, 38.787126], [-22.634046, -29.138577, 40.140567], [-21.727783, -27.857650, 39.382860], [-24.417055, -27.111383, 37.070772], [-21.401097, -27.167830, 37.286665], [-22.184855, -25.684302, 37.541838], [-22.397848, -26.572271, 35.936407], [-17.411555, -28.947530, 35.906068], [-18.404860, -28.594484, 36.961602], [-19.554407, -29.054893, 36.966768], [-17.910038, -27.834159, 37.940403], [-18.639426, -27.418444, 39.112292], [-16.882653, -29.875297, 36.124263], [-16.732414, -28.113890, 35.727396], [-17.858616, -29.142162, 34.931201], [-16.916150, -27.691248, 37.831426], [-18.857610, -28.186398, 39.854411], [-19.558714, -26.956377, 38.752435], [-18.103544, -26.609959, 39.609562], [-11.135296, -23.353224, 31.730029], [-11.378740, -22.036187, 31.066188], [-10.457134, -21.267810, 30.840730], [-12.656658, -21.646178, 30.729962], [-13.954551, -22.281798, 31.122438], [-11.665756, -23.344988, 32.682210], [-10.090508, -23.485300, 32.011220], [-11.556630, -24.140348, 31.104720], [-12.556388, -20.715829, 30.349830], [-13.900789, -22.815709, 32.071202], [-14.267017, -23.049813, 30.414892], [-14.716545, -21.505429, 31.053765], [-15.282884, -19.545536, 36.430152], [-14.294592, -20.698561, 36.472156], [-14.248237, -21.411759, 37.489643], [-13.438182, -20.955738, 35.459204], [-13.547444, -20.353924, 34.145004], [-15.060270, -18.829946, 35.638655], [-15.170705, -18.905669, 37.305414], [-16.303736, -19.919322, 36.351160], [-12.905271, -21.812492, 35.504808], [-13.038542, -21.046481, 33.474565], [-13.000565, -19.411588, 34.112759], [-14.545537, -20.260720, 33.716970], [-21.853793, -19.171492, 34.225788], [-23.014845, -19.888752, 33.614765], [-22.809601, -20.820895, 32.791940], [-24.219152, -19.416294, 34.044457], [-25.497408, -19.992992, 33.666292], [-22.143379, -18.320946, 34.842878], [-21.148668, -18.850228, 33.459179], [-21.243930, -19.836420, 34.837384], [-24.189749, -18.676458, 34.731395], [-25.961228, -19.475956, 32.826270], [-26.211385, -20.098319, 34.483140], [-25.298468, -21.001314, 33.303225], [-18.362845, -25.519272, 28.908288], [-18.619557, -23.994612, 28.840227], [-19.635797, -23.427056, 29.175255], [-17.574531, -23.311477, 28.414945], [-17.500308, -21.918890, 28.056038], [-18.642530, -25.913078, 29.885419], [-17.321376, -25.768936, 28.705527], [-18.986550, -26.049450, 28.188563], [-16.766292, -23.881026, 28.208871], [-17.036413, -22.081509, 27.083176], [-16.958562, -21.317678, 28.786216], [-18.484229, -21.462209, 27.949006], [-16.878633, -15.242032, 37.038233], [-17.366395, -16.674399, 37.133233], [-16.999977, -17.390420, 38.049942], [-18.241828, -17.087177, 36.153407], [-19.056183, -18.255678, 36.120199], [-17.170795, -14.719957, 37.949377], [-17.371731, -14.724698, 36.215235], [-15.814634, -15.120760, 36.835011], [-18.299185, -16.462446, 35.361865], [-18.846579, -19.021157, 36.867334], [-18.852750, -18.667341, 35.131636], [-20.109569, -17.990758, 36.211329], [-17.339889, -22.316890, 42.915846], [-16.379117, -22.813934, 41.822659], [-15.187839, -23.037427, 42.069313], [-16.924737, -22.919072, 40.624161], [-16.127652, -23.259604, 39.481415], [-17.140804, -21.334587, 43.344264], [-17.383481, -23.040836, 43.729534], [-18.372935, -22.255926, 42.573478], [-17.926081, -22.891765, 40.495108], [-15.053355, -23.319763, 39.655635], [-16.190414, -22.527392, 38.676415], [-16.446106, -24.237798, 39.121099], [-18.281068, -20.164300, 39.791067], [-19.435664, -19.179134, 40.097170], [-20.208216, -19.457373, 41.046768], [-19.502964, -18.051915, 39.349483], [-20.583822, -17.137213, 39.558497], [-17.689177, -20.341467, 40.689052], [-17.609736, -19.728094, 39.051389], [-18.768782, -21.076452, 39.447236], [-18.764375, -17.737376, 38.736577], [-21.530704, -17.676893, 39.542332], [-20.706244, -16.442210, 38.727780], [-20.555616, -16.604584, 40.509078], [-21.313371, -27.833428, 30.158546], [-21.097145, -26.813675, 31.294805], [-21.250726, -25.620326, 31.075561], [-20.644532, -27.393601, 32.456318], [-20.363725, -26.609110, 33.664985], [-20.609355, -27.679090, 29.340845], [-22.358720, -27.796343, 29.851970], [-21.142587, -28.881150, 30.405934], [-20.366336, -28.363622, 32.414162], [-19.326918, -26.593865, 34.001002], [-20.919121, -27.124439, 34.448608], [-20.760611, -25.599086, 33.562834], [-18.852101, -30.999476, 30.420038], [-18.322863, -29.944323, 31.318093], [-18.591503, -29.965726, 32.506135], [-17.561694, -28.953770, 30.811606], [-16.910073, -27.914541, 31.601338], [-18.363677, -31.941409, 30.669676], [-18.759389, -30.917311, 29.337103], [-19.882784, -31.287022, 30.627689], [-17.497806, -28.833602, 29.810812], [-17.068846, -27.978942, 32.677794], [-17.062499, -26.930714, 31.157551], [-15.843120, -28.083321, 31.455707], [-18.877552, -18.220996, 29.852949], [-19.312648, -19.363182, 30.740904], [-20.287529, -20.111631, 30.442317], [-18.609458, -19.563024, 31.874134], [-17.411300, -18.889612, 32.261028], [-19.056005, -17.222939, 30.253130], [-19.473859, -18.240105, 28.940724], [-17.836221, -18.295885, 29.539716], [-18.877374, -20.374142, 32.413029], [-16.529642, -19.207770, 31.704665], [-17.224034, -19.143131, 33.304461], [-17.541029, -17.811029, 32.172023], [-24.067582, -26.552344, 33.443596], [-23.844842, -25.042772, 33.778853], [-23.221058, -24.265153, 33.076792], [-24.420686, -24.644623, 34.937442], [-24.332125, -23.281517, 35.475399], [-23.359707, -26.907709, 32.694766], [-25.050569, -26.635007, 32.979918], [-24.091052, -27.285594, 34.249751], [-24.980692, -25.278571, 35.489355], [-23.812209, -23.320304, 36.432626], [-25.314202, -22.841886, 35.649593], [-23.673739, -22.614321, 34.919097], [-26.268789, -19.059867, 37.434951], [-25.002038, -19.836839, 37.550150], [-25.045761, -21.019890, 37.857677], [-23.850897, -19.159545, 37.378380], [-22.562516, -19.838487, 37.346061], [-26.149154, -18.104310, 37.945543], [-27.130206, -19.622714, 37.794491], [-26.375081, -18.881051, 36.364988], [-23.787884, -18.211659, 37.035378], [-22.544254, -20.574552, 36.542349], [-22.255946, -20.383888, 38.238614], [-21.759034, -19.126455, 37.157577]], "forces_ev_per_a": [[-0.6, 1.1, 0.0], [0.8, -0.8, 0.0], [0.8, -0.2, 2.1], [0.3, 0.3, -1.9], [-0.8, 0.1, 0.0], [0.3, 0.8, -1.1], [-0.8, -0.3, -0.8], [1.9, -0.2, 1.9], [-0.5, -0.3, 0.7], [0.3, 0.5, 0.4], [-1.1, 0.3, -0.3], [0.1, -0.4, 0.3], [-0.2, 0.1, -0.3], [-0.1, -0.5, 0.1], [0.4, 0.2, -0.8], [-0.4, 0.1, -0.4], [0.3, -0.1, 0.1], [0.1, 0.1, 0.5], [-0.5, 0.2, 0.2], [-0.5, -0.1, 0.2], [0.1, -0.4, -0.2], [-0.2, 0.0, 0.4], [-0.2, -0.4, -0.6], [0.0, 0.2, 0.4], [0.6, -0.2, -0.6], [0.3, 0.1, -0.3], [-0.3, 0.1, 0.0], [-0.3, 0.3, -0.1], [0.6, 0.1, 0.5], [-0.5, -0.7, 0.9], [0.7, -0.6, -0.6], [0.1, 0.3, -0.3], [0.1, 1.3, -1.2], [-0.3, -1.1, 0.0], [-0.1, 0.2, 0.0], [0.0, -0.1, 0.0], [0.2, 0.0, 0.3], [-0.1, 0.3, -0.3], [0.0, -0.4, 0.0], [0.0, 0.3, 0.5], [0.5, 0.2, 0.6], [0.6, 0.4, 0.5], [-0.5, -0.7, -0.8], [-0.7, 0.4, -1.4], [2.2, -1.3, 1.2], [-0.8, -0.1, 0.9], [-0.2, 0.2, 0.1], [0.2, -0.4, 0.1], [-0.2, 0.2, 0.0], [-0.1, 0.0, -0.1], [0.3, 0.4, -0.1], [-0.3, 0.4, -0.6], [-0.6, 0.6, 0.2], [-0.5, -0.2, -0.3], [1.4, 0.9, 0.4], [-0.7, 0.2, -0.8], [0.7, -1.3, 0.4], [-0.2, 1.0, 0.1], [-0.2, 0.1, 0.5], [-0.1, -0.4, 0.0], [0.2, 0.0, -0.2], [0.0, 0.1, -0.2], [-0.3, 0.2, 0.0], [-0.5, -0.2, -0.3], [0.0, -0.4, 0.0], [0.8, 0.1, 1.0], [-1.5, -1.6, 0.3], [1.1, 0.5, 0.1], [0.7, 0.4, 0.5], [-0.2, -0.6, 0.0], [-0.3, 0.1, -1.0], [-0.6, 0.3, 0.0], [0.0, 0.2, 0.0], [0.2, 0.1, -0.2], [-0.2, -0.5, -0.3], [-0.5, 0.4, -0.3], [0.5, 0.6, 0.2], [0.3, 0.1, -1.2], [-2.0, -1.7, -0.2], [0.9, 0.8, 0.1], [1.1, 0.1, 0.3], [-0.2, 0.9, -0.2], [0.2, 0.2, 0.4], [0.4, -0.1, 0.2], [-0.5, 0.1, 0.1], [-0.2, 0.4, 0.6], [0.0, -0.3, -0.3], [-0.2, -0.2, 0.2], [0.2, -0.1, 0.0], [-0.6, 0.0, 0.5], [-0.1, 0.7, 0.0], [0.2, 0.1, -0.2], [0.4, -1.1, 0.7], [1.0, 0.3, -1.1], [-0.3, -0.2, 0.1], [0.0, 0.0, -0.6], [0.3, -0.3, 0.2], [-0.8, 0.0, 0.0], [0.1, 0.6, 0.2], [0.1, 0.0, -0.3], [0.0, -0.2, 0.6], [0.8, 0.6, -0.5], [0.3, -1.1, 1.6], [-0.3, 0.5, -0.7], [-1.2, 0.8, -0.5], [0.8, -0.4, -0.4], [-0.2, -0.3, -0.5], [-0.2, -0.6, 0.4], [0.1, 0.0, 0.0], [0.0, -0.1, 0.4], [0.2, 0.2, -0.2], [-0.2, 0.2, -0.2], [-0.2, 0.1, 0.5], [1.0, 0.3, 0.1], [1.3, -2.7, -2.4], [-1.5, 2.8, 2.5], [-0.8, 0.0, 0.2], [0.3, -0.6, -0.6], [0.0, 0.2, 0.0], [-0.2, 0.1, -0.3], [-0.2, -0.3, 0.0], [-0.1, -0.3, -0.3], [-0.1, 0.3, 0.1], [0.2, 0.3, 0.2], [0.1, -0.1, 0.0], [-0.3, 0.1, 0.1], [-1.4, -0.2, 1.1], [-0.7, -0.7, -0.2], [1.8, -0.4, -0.1], [-0.5, -0.8, -0.4], [-0.1, 0.3, 0.1], [0.0, 0.1, 0.0], [-0.1, 0.2, -0.1], [-0.1, 0.5, 0.0], [0.4, 1.5, -0.2], [0.4, 0.0, -0.2], [-0.1, -0.3, 0.0], [-0.5, 0.3, -0.8], [0.0, -0.3, -0.7], [-0.3, -0.1, 0.2], [1.4, 1.9, 1.1], [-0.1, -0.8, -0.8], [0.3, -0.1, 0.1], [-0.1, 0.1, 0.0], [0.0, -0.4, 0.4], [-0.3, -0.1, 0.2], [0.4, 0.3, 0.0], [-0.6, -0.6, 0.0], [0.0, 0.0, -0.1], [-0.7, -0.6, 0.0], [0.9, 0.8, 2.4], [-1.0, 0.2, -0.3], [0.0, -0.2, -1.0], [0.3, -0.5, -1.2], [0.6, -0.1, -0.2], [0.4, 0.0, 0.1], [-0.1, 0.0, -0.3], [0.3, 0.2, 0.2], [-0.3, 0.1, 0.7], [-0.4, 0.1, 0.0], [0.0, -0.1, -0.3], [-0.6, 1.3, -0.1], [0.3, -1.3, 2.0], [0.9, 1.0, -2.1], [-0.5, 0.0, 0.2], [-1.2, 0.1, -0.1], [-0.3, -0.1, 0.0], [0.0, -0.3, -0.3], [0.3, 0.0, -0.1], [0.4, -0.7, 0.3], [-0.1, -0.2, 0.3], [0.6, 0.2, 0.0], [0.2, 0.1, 0.0], [-0.1, -0.5, 0.3], [0.8, 0.3, -0.9], [0.0, -1.5, 0.7], [0.2, 0.9, -0.2], [-0.9, -0.8, 0.1], [-0.3, 0.6, -0.1], [0.2, 0.3, -0.4], [0.0, -0.1, 0.6], [-0.1, 0.2, 0.2], [0.1, 0.1, -0.5], [0.0, 0.2, 0.4], [0.3, 0.1, -0.3], [-0.3, -1.6, -0.8], [-0.2, 1.1, 0.3], [-0.1, -0.4, 0.8], [-0.2, 0.2, -0.5], [1.2, -0.3, -0.6], [0.5, 0.0, 0.1], [0.2, 0.6, 0.1], [-0.2, 0.7, 0.2], [0.0, -0.2, 0.2], [-0.7, 0.1, -0.3], [-0.6, 0.0, 0.4], [0.4, 0.0, 0.2], [-0.3, 0.2, -0.9], [-2.7, -2.2, -0.9], [2.6, 2.5, 0.5], [-0.1, 0.0, 0.1], [-0.1, 0.1, 0.3], [0.2, 0.0, 0.5], [-0.1, -0.3, 0.1], [0.2, 0.0, 0.2], [-0.4, -1.0, 0.2], [0.2, 0.1, -0.2], [0.1, 0.1, 0.1], [0.3, 0.1, 0.0], [-0.2, 0.5, -0.6], [0.8, -0.3, -0.7], [-0.6, -1.0, 0.4], [-0.5, 0.7, 0.9], [0.6, -0.3, 0.6], [0.1, 0.3, 0.1], [-0.2, 0.1, -0.1], [0.2, 0.4, 0.5], [0.2, 0.0, -0.3], [-0.2, -0.1, 0.4], [0.0, 0.0, -0.2], [-0.4, -0.3, -0.8], [0.1, 0.6, -0.5], [-0.7, -1.0, 1.1], [0.6, 0.2, -0.3], [1.5, 0.3, 0.0], [0.5, -0.6, -0.3], [-0.3, 0.1, 0.0], [0.3, 0.1, 0.0], [-0.4, 0.3, -0.1], [-0.7, -0.2, 0.2], [0.0, 0.0, -0.1], [-0.6, 0.2, 0.4], [-0.2, 0.2, -0.1]], "lowdin_charge": [-0.03, -0.49, -0.15, -0.19, -0.17, -0.44, -0.17, -0.25, -0.03, -0.03, -0.03, 0.05, 0.06, 0.04, 0.10, 0.09, 0.09, 0.08, 0.11, 0.10, 0.04, 0.06, 0.05, 0.06, 0.06, 0.06, 0.08, 0.08, 0.05, -0.01, -0.57, 0.04, 0.03, -0.05, 0.06, 0.09, 0.08, 0.13, 0.08, 0.08, 0.08, 0.00, -0.57, 0.03, 0.00, -0.05, 0.09, 0.07, 0.08, 0.13, 0.09, 0.08, 0.08, 0.01, -0.55, 0.02, 0.01, -0.05, 0.09, 0.07, 0.07, 0.13, 0.08, 0.07, 0.09, -0.01, -0.53, -0.01, 0.03, -0.06, 0.08, 0.08, 0.06, 0.13, 0.05, 0.09, 0.06, 0.00, -0.55, 0.03, 0.01, -0.06, 0.09, 0.06, 0.07, 0.12, 0.09, 0.07, 0.08, 0.00, -0.57, 0.02, 0.03, -0.05, 0.06, 0.09, 0.07, 0.13, 0.06, 0.06, 0.08, 0.01, -0.51, -0.01, 0.04, -0.08, 0.07, 0.08, 0.07, 0.08, 0.06, 0.09, 0.07, -0.03, -0.51, 0.06, 0.00, -0.07, 0.06, 0.08, 0.06, 0.10, 0.08, 0.06, 0.08, 0.01, -0.57, 0.08, -0.02, -0.06, 0.05, 0.05, 0.07, 0.05, 0.08, 0.07, 0.08, 0.01, -0.52, 0.01, 0.02, -0.08, 0.09, 0.07, 0.09, 0.13, 0.08, 0.08, 0.07, -0.01, -0.55, 0.01, 0.01, -0.07, 0.08, 0.07, 0.07, 0.13, 0.07, 0.07, 0.07, 0.01, -0.50, 0.00, 0.02, -0.09, 0.07, 0.06, 0.07, 0.07, 0.07, 0.08, 0.09, 0.00, -0.55, 0.07, 0.03, -0.05, 0.06, 0.08, 0.05, 0.09, 0.05, 0.06, 0.08, -0.01, -0.58, 0.02, 0.04, -0.04, 0.08, 0.08, 0.08, 0.14, 0.08, 0.05, 0.07, -0.03, -0.52, 0.03, 0.02, -0.12, 0.07, 0.08, 0.07, 0.09, 0.07, 0.06, 0.07, 0.01, -0.54, 0.08, 0.01, -0.07, 0.06, 0.07, 0.06, 0.12, 0.07, 0.07, 0.07, 0.00, -0.58, 0.05, 0.02, -0.07, 0.08, 0.09, 0.06, 0.13, 0.07, 0.09, 0.06]}